This record from the OMol25 dataset describes an isolated molecule of C13H14Si. The level of theory is wB97M-V/def2-TZVPD.

Geometry as XYZ:
```
28
Properties=species:S:1:pos:R:3:forces:R:3:mulliken_charge:R:1
C -0.384922 2.194990 -2.567086 0.04 1.27 -2.09 -0.288
C 0.212619 0.929858 3.348400 1.01 -0.06 -3.09 -0.623
C -1.461779 1.514324 -2.013871 -1.22 2.61 -1.08 -0.820
C 0.891997 1.705487 -2.676849 1.59 -2.08 0.49 -0.630
C -0.642994 -0.119951 3.133605 -0.98 -1.76 1.24 -0.512
C 1.218661 1.232223 2.302217 -0.22 0.98 3.24 -0.496
C -1.141989 0.415251 -1.331030 0.15 -1.06 0.44 -0.198
C 1.151085 0.443264 -1.995251 2.14 0.61 -0.99 0.010
C -0.551757 -0.994519 1.970592 1.95 3.03 1.78 -0.581
C 1.399961 0.384652 1.302895 -1.57 -2.34 -1.46 -0.405
C 0.111597 -0.138649 -1.333705 1.20 -2.64 2.36 0.208
C 0.468618 -0.720925 1.098112 0.03 0.85 -0.15 0.684
C 0.419165 -1.398817 -0.223282 -1.51 1.61 -2.04 -0.505
Si -0.717108 -2.965785 -0.381755 -0.06 1.39 -3.04 0.477
H -0.543944 3.119423 -3.112600 -0.32 0.07 0.10 0.319
H 0.090251 1.578944 4.169717 -0.02 0.50 0.88 0.444
H -2.523019 1.939507 -2.150514 1.85 -0.78 0.63 0.292
H 1.683318 2.188635 -3.337974 -1.18 -0.52 1.28 0.303
H -1.355501 -0.400827 3.995939 0.94 0.58 -1.64 0.227
H 1.965956 2.057855 2.360833 -1.02 -0.46 0.41 0.313
H -1.817826 -0.006243 -0.682802 -1.87 -1.23 1.15 0.512
H 2.200809 -0.078857 -1.909752 -2.08 1.33 -0.54 0.242
H -1.157928 -1.824110 1.766039 -1.17 -0.75 0.26 0.391
H 2.145154 0.582021 0.559389 0.28 -0.07 -0.31 0.409
H 1.371681 -1.764189 -0.488223 1.41 -0.41 -0.50 0.589
H -0.517597 -3.776085 0.821776 -0.07 -0.46 -0.12 -0.128
H -0.343611 -3.462959 -1.865747 -0.01 -0.06 1.87 -0.134
H -2.170896 -2.634520 -0.759072 0.70 -0.15 0.91 -0.098
```
Forces are in eV/Å.

Summary:
ΔE to the lowest compared entry with this formula, charge and spin: 40.4 kcal per mole
Maximum force: 4.02 eV/Å
2S+1: 1
SMILES: [SiH3]C(c1ccccc1)c1ccccc1